(1)
The following is a DFT calculation (the ωB97M-V functional and the def2-TZVPD basis) of an isolated molecule of C3H3FS4 at a distorted geometry.

```
! wB97M-V def2-TZVPD RIJCOSX def2/J DEFGRID3
* xyz 0 1
F 0.146 -1.359 1.340
C -0.010 -0.150 0.693
C -1.353 -0.281 -0.158
S -1.827 -1.558 -0.955
S -2.235 1.272 0.079
C 1.302 0.197 -0.017
S 1.620 1.688 -0.519
S 2.420 -1.060 -0.372
H -0.338 0.502 1.493
H -3.218 1.093 -0.877
H 3.494 -0.343 -0.707
*
```

Properties
LUMO = -0.92 eV
SMILES = FC(C(=S)S)C(=S)S
Gap between HOMO and LUMO = 8.094 eV
ΔE to the lowest compared entry with this formula, charge and spin = 0.396 eV

***

(2)
The following is a DFT calculation (the ωB97M-V functional and the def2-TZVPD basis) of a structure of composition C26H21N7O8S2SnTe.

```
! wB97M-V def2-TZVPD RIJCOSX def2/J DEFGRID3
* xyz -2 1
Sn 0.006 0.230 0.450
N -2.709 0.307 -1.786
C -2.672 1.572 -1.348
N -3.243 1.682 -0.163
C -3.600 0.393 0.092
N -3.285 -0.465 -0.858
C -4.182 -0.088 1.358
C -4.464 -1.452 1.518
N -4.960 -1.943 2.642
C -5.142 -1.070 3.634
C -4.857 0.273 3.481
N -4.388 0.778 2.343
H -2.130 -0.127 -2.527
H -2.208 2.367 -1.907
H -4.261 -2.140 0.708
H -5.517 -1.459 4.574
H -5.007 0.969 4.300
C 1.171 6.741 -0.112
C 1.601 5.401 0.423
C 2.849 4.874 0.122
C 3.231 3.624 0.592
C 2.355 2.889 1.371
C 1.107 3.410 1.699
C 0.739 4.656 1.227
S 2.751 1.212 1.838
O 4.191 1.175 1.954
O 1.944 0.920 3.001
N 2.228 0.284 0.657
C 2.882 0.495 -0.633
C 2.027 1.320 -1.605
O 2.559 1.808 -2.597
O 0.778 1.393 -1.303
H 1.948 7.182 -0.737
H 0.949 7.438 0.699
H 0.268 6.643 -0.717
H 3.527 5.437 -0.509
H 4.200 3.210 0.347
H 0.436 2.833 2.323
H -0.242 5.049 1.472
H 3.051 -0.475 -1.109
H 3.860 0.966 -0.532
O -0.886 -1.028 -3.372
C -0.046 -1.349 -2.514
O -0.171 -1.206 -1.266
C 1.231 -2.011 -2.987
C 2.011 -2.737 -2.092
C 3.162 -3.372 -2.531
C 3.518 -3.249 -3.862
C 2.770 -2.511 -4.766
C 1.615 -1.897 -4.318
N 4.732 -3.931 -4.342
O 5.385 -4.573 -3.541
O 5.028 -3.814 -5.520
H 1.712 -2.795 -1.052
H 3.779 -3.947 -1.857
H 3.098 -2.429 -5.791
H 0.992 -1.318 -4.985
Te -0.344 -2.764 1.555
C -0.614 -2.370 3.604
C -0.024 -1.404 4.376
C -0.503 -1.380 5.718
C -1.453 -2.326 5.960
S -1.780 -3.231 4.537
H 0.722 -0.723 3.988
H -0.149 -0.683 6.467
H -1.971 -2.527 6.885
*
```

Properties
LUMO = 3.41 eV
Gap between HOMO and LUMO = 4.869 eV
ΔE to the lowest compared entry with this formula, charge and spin = 0.565 eV

***

(3)
The following is a DFT calculation (the ωB97M-V functional and the def2-TZVPD basis) of the ion C6H11N2O with charge +1 at a distorted geometry.

```
! wB97M-V def2-TZVPD RIJCOSX def2/J DEFGRID3
* xyz 1 1
C 1.356 1.277 0.820
C 0.145 0.850 -0.091
C -1.115 0.560 0.661
O -1.214 0.792 1.929
N -2.101 -0.031 0.009
C -1.727 -0.679 -1.195
N -0.625 -0.915 -1.652
C 0.591 -0.351 -1.049
C 1.376 -1.489 -0.343
H 1.586 0.434 1.490
H 0.909 2.171 1.332
H 2.331 1.583 0.329
H -0.052 1.585 -0.812
H -2.069 0.920 2.334
H -2.974 -0.043 0.447
H -2.607 -1.283 -1.734
H 1.267 -0.006 -1.938
H 2.331 -1.134 0.129
H 1.833 -2.252 -1.033
H 0.759 -1.989 0.368
*
```

Properties
LUMO = -4.77 eV
SMILES = C[C@@H]1C(O)=[NH+]C=N[C@@H]1C
Gap between HOMO and LUMO = 9.359 eV
ΔE to the lowest compared entry with this formula, charge and spin = 2.224 eV

***

Number 1: HOMO level -9.011 eV, E -49216.3746 eV. Number 2: HOMO level -1.463 eV, E -88910.6419 eV. Number 3: HOMO level -14.132 eV, E -11419.9423 eV.